Entry 1:
C2H5N3P | the ωB97M-V functional and the def2-TZVPD basis

The geometry in XYZ format:
```
11
Properties=species:S:1:pos:R:3:forces:R:3
C 1.69537 1.33735 -0.62971 -0.7 -2.8 -0.9
C -0.43354 -0.41850 0.01744 0.8 2.5 -1.1
N 1.88313 2.37752 -0.23108 0.5 2.5 0.9
N -1.08975 0.75188 0.15857 0.4 -0.8 -1.0
N -0.72869 -1.50132 0.68902 0.6 0.6 -0.7
P 1.14891 -0.19869 -1.35732 -1.6 -0.6 1.3
H -2.01047 0.91016 0.53316 -0.2 -0.7 0.7
H -0.89468 1.50787 -0.49212 0.5 -0.2 0.2
H -1.45482 -1.41153 1.40353 0.4 -0.9 -0.2
H -0.10336 -2.29711 0.52371 -0.9 0.2 0.7
H 1.98790 -1.05763 -0.61520 0.1 0.1 0.1
```
Forces are in eV/Å.

Computed properties:
Charge: +1
SMILES: N#CPC(N)=[NH2+]



Entry 2:
C2H5N3S | the ωB97M-V functional and the def2-TZVPD basis

The geometry in XYZ format:
```
11
Properties=species:S:1:pos:R:3:forces:R:3
C -0.26667 -0.16836 -1.37236 0.5 -1.1 2.7
C 0.80275 0.66750 2.22068 2.1 0.8 1.3
H -1.61795 -1.60765 -1.19168 -0.1 -0.1 -0.3
H -0.85198 -1.20869 0.21973 0.0 0.0 1.2
H -0.02027 0.90984 -2.87776 -0.7 -0.3 0.1
H 0.25868 0.42177 3.11507 0.1 -0.1 0.6
H 1.79302 1.23963 2.30940 -1.5 -0.5 -0.2
N -0.76867 -1.28820 -0.75902 -0.2 -0.1 -0.7
N -0.60497 0.13941 -2.51296 0.6 1.6 -2.9
N 0.32811 0.20044 1.17185 -0.7 0.1 -1.4
S 0.94795 0.69429 -0.32295 0.0 -0.3 -0.5
```
Forces are in eV/Å.

Computed properties:
Charge: 0
SMILES: [H]/N=C(/N)SN=C



Entry 3:
C2H5N3S | the ωB97M-V functional and the def2-TZVPD basis

The geometry in XYZ format:
```
11
Properties=species:S:1:pos:R:3:forces:R:3
C 0.34941 0.78360 -0.61421 4.0 1.7 -2.3
C 0.21785 0.09477 -1.75269 -1.0 -0.9 -0.9
N -1.33405 -0.94242 0.02968 -0.1 3.9 -0.9
N -0.29850 0.50697 0.52237 -2.4 -2.2 1.0
N 0.47949 0.44361 1.64550 0.3 0.3 1.6
S -0.76037 -1.35114 -1.50033 0.3 -0.3 -0.9
H 1.22372 1.55146 -0.50268 -2.0 -1.3 -0.2
H 0.52361 0.16873 -2.83398 0.1 0.6 1.7
H -1.18036 -1.73473 0.56465 0.8 -1.8 2.0
H 0.01211 0.93576 2.40219 -0.2 -0.2 -0.2
H 0.76708 -0.45661 2.03949 0.1 0.1 -1.0
```
Forces are in eV/Å.

Computed properties:
Charge: 0



Entry 4:
C2H5N3S2 | the ωB97M-V functional and the def2-TZVPD basis

The geometry in XYZ format:
```
12
Properties=species:S:1:pos:R:3:forces:R:3
C 1.04733 0.27040 0.16459 2.9 -2.3 -1.3
C -2.67971 0.14480 -0.19434 1.3 2.4 -2.8
H 2.31528 -1.68071 -0.57185 -0.9 5.6 0.7
H 3.20781 -0.00495 -0.42166 -3.2 -0.5 0.3
H 0.33400 1.86178 1.02157 1.9 -1.1 -1.7
H 0.29846 -1.55151 -0.08536 -1.1 1.6 0.7
H -2.05561 0.76754 -0.97189 -1.5 -1.2 0.8
N 2.18542 -0.38133 -0.48691 2.1 -4.2 -0.5
N 1.18066 1.45155 0.45570 -2.0 4.0 2.5
N 0.01884 -0.60474 0.29714 -1.1 -2.9 -1.2
S -1.55382 -0.44931 0.91017 0.8 -1.1 2.2
S -4.29865 0.17647 -0.11717 0.7 -0.3 0.3
```
Forces are in eV/Å.

Computed properties:
Charge: 0



What did we get for HOMO energy? Answer: -15.47 -9.10 -7.21 -9.01 eV, in the order shown.
What did we get for energy relative to the best compared isomer or geometry (same formula, charge and spin)? Answer: 8.7 38.3 121.3 88.2 kcal per mole, in the order shown.
What did we get for E_LUMO? Answer: -4.6 0.8 0.4 -0.6 eV, in the order shown.